*A*
The following is a quantum chemistry calculation of C5H14N2 as an isolated structure, from the Open Molecules 2025 dataset.

Output
E_LUMO	-0.36	eV
HOMO level	-6.005	eV
orbital gap	0.207	hartree

Structure (ORCA input):
```
! RIJCOSX wB97M-V def2-TZVPD def2/J DEFGRID3
* xyz 0 1
C 1.134 -1.298 0.465
C 1.857 -0.070 0.044
C 1.562 1.186 0.644
C 0.419 1.388 1.574
N -0.981 0.718 -0.733
C -1.528 -0.440 -1.450
N -2.347 -1.171 -0.481
H 0.043 -1.173 0.419
H 1.370 -1.619 1.483
H 1.407 -2.145 -0.165
H 2.808 -0.305 -0.419
H 2.200 2.021 0.375
H 1.011 0.724 -0.459
H -0.213 2.205 1.247
H 0.676 1.396 2.635
H -0.158 0.488 1.393
H -0.659 1.372 -1.451
H -0.691 -1.061 -1.822
H -2.092 -0.094 -2.327
H -3.019 -1.703 -1.006
H -2.800 -0.419 0.033
*
```

=====

*B*
The following is a quantum chemistry calculation of C5H14N2 as an isolated structure, from the Open Molecules 2025 dataset.

Output
E_LUMO	-0.98	eV
HOMO level	-7.683	eV
orbital gap	0.246	hartree

Structure (ORCA input):
```
! RIJCOSX wB97M-V def2-TZVPD def2/J DEFGRID3
* xyz 0 1
C 1.130 -0.566 -0.584
N 1.533 0.234 0.583
C 1.495 -0.425 1.714
C -0.313 -1.150 -0.446
C -1.293 -0.063 0.043
C -1.224 1.238 -0.742
N -1.593 1.227 -2.164
H 1.848 -1.387 -0.667
H 1.111 -0.005 -1.519
H 2.024 0.967 3.204
H 0.500 -0.829 2.011
H 1.664 0.484 2.635
H 2.376 -1.036 1.929
H -0.245 -1.963 0.278
H -0.662 -1.587 -1.390
H -0.962 0.030 1.080
H -2.330 -0.420 0.051
H -1.923 1.936 -0.263
H -0.242 1.699 -0.618
H -0.717 1.160 -2.669
H -2.176 0.456 -2.466
*
```

=====

*C*
The following is a quantum chemistry calculation of a 2-piece molecular cluster, C5H14N2 overall, from the Open Molecules 2025 dataset.

Output
E_LUMO	1.04	eV
HOMO level	-8.069	eV
orbital gap	0.335	hartree

Structure (ORCA input):
```
! RIJCOSX wB97M-V def2-TZVPD def2/J DEFGRID3
* xyz 0 1
C 0.982 1.026 0.160
C -0.779 -0.100 0.432
C 0.731 1.676 -1.173
C -1.690 -0.633 -0.672
C -0.823 -0.939 1.706
N 1.944 0.032 0.201
N 1.630 -1.147 -0.475
H 2.226 -0.198 1.149
H 1.096 1.722 0.991
H -1.221 0.864 0.706
H 1.705 -0.965 -1.472
H 0.484 -1.109 -0.264
H -0.127 2.344 -1.103
H 1.599 2.268 -1.478
H 0.527 0.941 -1.949
H -2.733 -0.663 -0.341
H -0.461 -1.951 1.514
H -0.198 -0.505 2.489
H -1.409 -1.649 -0.960
H -1.643 -0.007 -1.565
H -1.839 -1.006 2.107
*
```

=====

*D*
The following is a quantum chemistry calculation of the molecule C5H14N2, from the Open Molecules 2025 dataset.

Output
E_LUMO	1.12	eV
HOMO level	-8.550	eV
orbital gap	0.355	hartree
SMILES	CCN(C)CCN

Structure (ORCA input):
```
! RIJCOSX wB97M-V def2-TZVPD def2/J DEFGRID3
* xyz 0 1
C -0.758 2.176 0.581
C -0.076 1.029 1.328
N 0.003 -0.282 0.809
C 0.570 -1.225 1.809
C 0.741 -0.230 -0.480
C 0.251 -1.168 -1.572
N -0.777 -0.619 -2.482
H 0.037 2.985 0.359
H -1.244 2.839 1.333
H -1.412 2.039 -0.257
H 0.922 1.306 1.843
H -0.721 0.983 2.196
H 1.471 -0.682 2.134
H -0.196 -1.497 2.553
H 0.838 -2.207 1.425
H 1.783 -0.254 -0.484
H 0.517 0.776 -0.922
H -0.344 -1.979 -1.061
H 1.096 -1.542 -2.227
H -1.406 -0.015 -1.984
H -0.287 0.064 -3.193
*
```

=====

The winner here is *D*, beating the second structure by 0.0458 hartree.

=====

*A*
The following is a quantum chemistry calculation of the molecule C5H14N2, from the Open Molecules 2025 dataset.

Output
E_LUMO	1.13	eV
HOMO level	-8.151	eV
orbital gap	0.341	hartree
SMILES	CC[C@@H](N)CNC

Structure (ORCA input):
```
! RIJCOSX wB97M-V def2-TZVPD def2/J DEFGRID3
* xyz 0 1
C 0.990 -0.952 -2.410
C -0.009 -0.094 -1.622
C 0.478 0.179 -0.208
N 1.627 1.087 -0.270
C -0.695 0.791 0.633
N -1.528 -0.144 1.352
C -0.957 -0.784 2.532
H 1.056 -1.972 -2.036
H 0.801 -0.990 -3.479
H 1.997 -0.581 -2.211
H -0.128 0.844 -2.171
H -0.970 -0.616 -1.613
H 0.768 -0.755 0.277
H 1.381 1.936 -0.767
H 1.914 1.344 0.667
H -0.291 1.518 1.323
H -1.363 1.290 -0.072
H -2.005 -0.801 0.755
H -0.130 -1.446 2.241
H -0.543 -0.037 3.190
H -1.721 -1.418 2.974
*
```

=====

*B*
The following is a quantum chemistry calculation of the molecule C5H14N2, from the Open Molecules 2025 dataset.

Output
E_LUMO	1.07	eV
HOMO level	-8.558	eV
orbital gap	0.354	hartree
SMILES	CC(C)N[C@@H](C)N

Structure (ORCA input):
```
! RIJCOSX wB97M-V def2-TZVPD def2/J DEFGRID3
* xyz 0 1
C -0.642 0.740 2.199
C 0.068 -0.171 1.209
C 1.564 -0.305 1.473
N 0.145 0.430 -0.178
C -0.591 -0.280 -1.250
C -0.563 0.570 -2.516
N -0.019 -1.576 -1.526
H -0.620 0.286 3.188
H -1.680 0.911 1.909
H -0.129 1.700 2.270
H -0.451 -1.135 1.134
H 1.973 0.492 2.093
H 1.797 -1.278 1.906
H 1.665 -0.028 0.190
H -0.124 1.411 -0.160
H -1.637 -0.449 -0.949
H -1.043 0.026 -3.326
H -1.096 1.508 -2.366
H 0.467 0.791 -2.790
H 0.951 -1.473 -1.803
H -0.034 -2.171 -0.706
*
```

=====

*C*
The following is a quantum chemistry calculation of the molecule C5H14N2, from the Open Molecules 2025 dataset.

Output
E_LUMO	1.05	eV
HOMO level	-8.792	eV
orbital gap	0.362	hartree
SMILES	CC[C@H](C)NCN

Structure (ORCA input):
```
! RIJCOSX wB97M-V def2-TZVPD def2/J DEFGRID3
* xyz 0 1
C 2.923 -0.544 0.198
C 1.721 0.414 0.148
C 0.483 -0.266 -0.167
C 0.451 -0.396 -1.761
N -0.572 0.605 0.419
C -1.948 0.089 0.145
N -3.056 0.357 1.161
H 3.860 -0.004 0.022
H 2.766 -1.155 1.093
H 2.872 -1.424 -0.590
H 1.853 1.009 1.001
H 1.650 1.207 -0.590
H 0.664 -1.300 0.103
H 0.254 0.611 -2.070
H 1.396 -0.709 -2.219
H -0.260 -1.121 -2.060
H -0.345 0.687 1.423
H -2.277 0.579 -0.870
H -1.808 -0.956 -0.139
H -3.148 -0.433 1.815
H -3.868 0.499 0.648
*
```

=====

The winner here is *A*, beating the second structure by 0.0442 hartree.

=====

*A*
The following is a quantum chemistry calculation of a 2-piece molecular cluster, C5H14N2 overall, from the Open Molecules 2025 dataset.

Output
E_LUMO	1.07	eV
HOMO level	-9.051	eV
orbital gap	0.372	hartree
SMILES	CC(C)CN.C=N

Structure (ORCA input):
```
! RIJCOSX wB97M-V def2-TZVPD def2/J DEFGRID3
* xyz 0 1
C -0.600 -1.588 -1.191
C 0.003 -0.282 -0.686
C 0.633 0.498 -1.840
C -1.007 0.600 0.038
N -1.802 -0.099 1.028
H -1.463 -1.393 -1.830
H 0.136 -2.139 -1.773
H -0.912 -2.223 -0.364
H 0.799 -0.520 0.048
H 1.422 -0.087 -2.308
H -0.114 0.737 -2.597
H 1.068 1.429 -1.483
H -1.642 1.118 -0.703
H -0.382 1.354 0.619
H -2.296 -0.891 0.637
H -2.433 0.542 1.498
C 1.346 0.669 2.333
N 2.155 0.050 1.584
H 1.587 1.555 2.932
H 0.457 0.142 2.639
H 3.043 0.530 1.418
*
```

=====

*B*
The following is a quantum chemistry calculation of the molecule C5H14N2, from the Open Molecules 2025 dataset.

Output
E_LUMO	1.07	eV
HOMO level	-7.872	eV
orbital gap	0.329	hartree
SMILES	CNCCCCN

Structure (ORCA input):
```
! RIJCOSX wB97M-V def2-TZVPD def2/J DEFGRID3
* xyz 0 1
C -0.778 2.270 -1.170
N 0.536 1.940 -0.778
C 1.128 0.749 -1.157
C 1.301 -0.360 -0.092
C 0.252 -1.448 0.020
C -0.620 -1.097 1.277
N -1.488 -2.152 1.840
H -1.286 1.424 -1.631
H -0.633 3.085 -1.939
H -1.348 2.758 -0.388
H 0.976 2.280 0.058
H 2.193 1.106 -1.570
H 0.558 0.351 -2.014
H 1.390 0.029 1.000
H 2.268 -0.822 -0.140
H 0.578 -2.429 0.025
H -0.426 -1.600 -0.863
H 0.087 -0.763 2.048
H -1.266 -0.302 0.862
H -2.181 -2.526 1.189
H -1.949 -1.786 2.665
*
```

=====

The winner here is *A*, beating the second structure by 0.0326 hartree.

=====

*A*
The following is a quantum chemistry calculation of the molecule C5H14N2, from the Open Molecules 2025 dataset.

Output
E_LUMO	1.09	eV
HOMO level	-8.646	eV
orbital gap	0.358	hartree
SMILES	CCN[C@@H](C)CN

Structure (ORCA input):
```
! RIJCOSX wB97M-V def2-TZVPD def2/J DEFGRID3
* xyz 0 1
C -1.428 0.667 -2.679
C -0.231 0.161 -1.889
N -0.608 -0.041 -0.478
C 0.498 -0.145 0.471
C 0.889 1.263 0.905
C -0.002 -0.934 1.680
N 1.094 -1.174 2.621
H -1.567 1.747 -2.580
H -2.313 0.148 -2.320
H -1.316 0.441 -3.744
H 0.104 -0.802 -2.300
H 0.619 0.846 -1.889
H -1.204 -0.855 -0.390
H 1.363 -0.675 0.050
H 1.804 1.298 1.483
H 0.926 1.961 0.069
H 0.093 1.645 1.536
H -0.779 -0.392 2.204
H -0.387 -1.899 1.333
H 0.786 -1.294 3.572
H 1.656 -1.965 2.343
*
```

=====

*B*
The following is a quantum chemistry calculation of C5H14N2 as an isolated structure, from the Open Molecules 2025 dataset.

Output
E_LUMO	0.36	eV
HOMO level	-8.215	eV
orbital gap	0.315	hartree

Structure (ORCA input):
```
! RIJCOSX wB97M-V def2-TZVPD def2/J DEFGRID3
* xyz 0 1
C 3.042 1.496 -0.911
N 0.972 -0.634 -0.911
C 0.010 -0.851 -0.036
C -1.435 -0.880 -0.554
C -2.404 0.028 0.245
N -1.956 1.418 0.332
C 0.188 -1.647 1.259
H 2.079 1.942 -0.672
H 2.960 0.673 -1.606
H 3.679 2.300 -1.264
H 3.470 1.078 -0.004
H 0.486 0.261 0.005
H -1.809 -1.900 -0.602
H -1.468 -0.458 -1.561
H -2.429 -0.377 1.261
H -3.411 -0.046 -0.156
H -1.562 1.685 -0.569
H -1.189 1.461 0.995
H 1.095 -2.250 1.206
H 0.343 -0.991 2.116
H -0.660 -2.307 1.429
*
```

=====

The winner here is *A*, beating the second structure by 0.1421 hartree.

=====

*A*
The following is a quantum chemistry calculation of a 2-piece molecular cluster, C2H4OS3 overall, from the Open Molecules 2025 dataset.

Output
E_LUMO (spin up / spin down)	-0.45 / -0.38	eV
HOMO level (spin up / spin down)	-7.891 / -7.776	eV
orbital gap (spin up / spin down)	0.273 / 0.272	hartree

Structure (ORCA input):
```
! RIJCOSX wB97M-V def2-TZVPD def2/J DEFGRID3
* xyz 0 1
C -1.694 -0.453 0.016
C 0.639 0.507 0.580
O -1.322 -1.695 -0.352
S -2.351 0.868 -0.913
S -2.974 0.231 0.989
S 0.499 2.131 0.037
H 1.461 -0.078 0.273
H 0.300 0.414 1.653
H -1.950 -1.954 -1.030
H 0.287 2.026 -1.341
*
```

=====

*B*
The following is a quantum chemistry calculation of a 2-piece molecular cluster, C2H4OS3 overall, from the Open Molecules 2025 dataset.

Output
E_LUMO (spin up / spin down)	-1.86 / -1.86	eV
HOMO level (spin up / spin down)	-8.740 / -8.740	eV
orbital gap (spin up / spin down)	0.253 / 0.253	hartree

Structure (ORCA input):
```
! RIJCOSX wB97M-V def2-TZVPD def2/J DEFGRID3
* xyz 0 1
C -0.071 -1.185 0.081
C -0.090 0.289 0.175
O 4.743 -0.941 1.850
S 4.425 -3.727 2.337
S 0.422 -2.168 1.263
S 5.002 -2.248 1.272
H -0.389 -1.609 -0.866
H 0.883 0.665 -0.156
H -0.237 0.615 1.202
H -0.852 0.719 -0.471
*
```

=====

The winner here is *B*, beating the second structure by 0.1054 hartree.